[1]
Here is a cluster of 2 separate species, C9H14O in total from the Open Molecules 2025 dataset. Energies are from the ωB97M-V functional and the def2-TZVPD basis.

As for the SMILES: Cc1ccc(O)cc1.CC. Its HOMO energy is -8.3 eV. For the HOMO-LUMO gap, the calculation gives 9.19 eV.

```
! wB97M-V def2-TZVPD RIJCOSX def2/J DEFGRID3
* xyz 0 1
H 1.272 -2.092 -0.511
H -2.439 -2.127 -0.152
C -0.874 1.883 -2.092
H 2.790 -0.918 1.061
C 0.857 -1.357 0.230
C -0.976 -0.456 1.533
H -1.501 1.070 -1.836
C -0.489 -1.321 0.497
H -1.039 2.357 -1.137
C 1.691 -0.633 1.009
H 0.737 0.714 -3.084
H 1.979 1.376 3.356
H -1.128 -2.777 -1.031
H -1.482 2.604 -2.761
H -1.960 -0.497 1.672
C -0.163 0.416 2.351
H -0.548 1.067 3.035
C -1.416 -2.411 -0.056
C 0.555 1.610 -2.520
O 2.112 0.610 2.887
H -1.372 -3.374 0.497
H 1.297 1.589 -1.692
C 1.152 0.238 1.975
H 0.946 2.427 -3.231
*
```

These are the Mulliken partial charges, in e, on atoms 1 to 2: 0.291, 0.387

[2]
Here is a cluster of 2 separate species, C9H14O in total from the Open Molecules 2025 dataset. Energies are from the ωB97M-V functional and the def2-TZVPD basis.

As for the SMILES: Cc1ccc(O)cc1.CC. Its HOMO energy is -8.6 eV. For the HOMO-LUMO gap, the calculation gives 9.45 eV.

```
! wB97M-V def2-TZVPD RIJCOSX def2/J DEFGRID3
* xyz 0 1
C -0.387 1.350 0.954
H -1.046 2.266 2.518
C -0.161 -2.731 0.351
C 0.713 0.494 -1.516
C 0.996 0.998 0.791
H -2.104 2.032 -0.353
C 1.405 -0.027 -2.709
H 1.281 -1.186 -2.803
H -1.113 -3.738 2.116
C -0.594 0.905 -1.389
H 2.460 0.192 -2.577
C -1.171 1.356 -0.161
H 1.524 0.980 1.810
C -1.352 -2.830 1.359
H -1.211 1.009 -2.228
H 0.272 -3.752 0.293
H 0.551 -2.062 0.817
H -2.341 -2.891 0.932
H -1.389 -2.075 2.042
H -0.313 -2.568 -0.694
H 2.585 0.183 -0.321
O -0.737 1.370 2.272
C 1.503 0.554 -0.342
H 1.034 0.239 -3.761
*
```

These are the Mulliken partial charges, in e, on atoms 1 to 2: 0.430, 0.329

[3]
Here is a cluster of 2 separate species, C9H14O in total from the Open Molecules 2025 dataset. Energies are from the ωB97M-V functional and the def2-TZVPD basis.

As for the SMILES: Cc1ccc(O)cc1.CC. Its HOMO energy is -8.6 eV. For the HOMO-LUMO gap, the calculation gives 9.45 eV.

```
! wB97M-V def2-TZVPD RIJCOSX def2/J DEFGRID3
* xyz 0 1
C 1.593 -1.026 -0.365
H 1.876 -1.640 -1.195
H 1.594 -1.796 3.561
H 1.926 -2.487 1.268
H 1.798 -0.269 3.873
C -2.814 -0.293 -2.273
H 0.613 2.274 -0.099
C 1.521 -1.517 0.970
H 0.568 1.455 2.252
H 0.040 -0.889 3.827
H -2.647 -0.159 -3.387
C 1.211 0.263 -0.721
C 0.992 -0.649 1.905
H 1.166 1.541 -2.107
C -1.995 0.939 -1.747
O 1.136 0.603 -2.071
C 1.050 -0.934 3.372
C 1.004 1.218 0.245
H -3.862 -0.303 -1.960
H -0.995 1.000 -1.430
H -1.851 1.624 -2.624
H -2.530 1.558 -0.819
C 0.861 0.726 1.572
H -2.255 -1.239 -2.047
*
```

These are the Mulliken partial charges, in e, on atoms 1 to 2: -0.703, 0.363

[4]
Here is a cluster of 2 separate species, C9H14O in total from the Open Molecules 2025 dataset. Energies are from the ωB97M-V functional and the def2-TZVPD basis.

As for the SMILES: Cc1ccc(O)cc1.CC. Its HOMO energy is -8.3 eV. For the HOMO-LUMO gap, the calculation gives 9.13 eV.

```
! wB97M-V def2-TZVPD RIJCOSX def2/J DEFGRID3
* xyz 0 1
H -2.678 -1.687 2.081
H -2.063 -2.149 -0.563
C -0.652 0.820 1.106
C -2.783 -2.644 1.596
H -3.807 -2.664 1.293
C 2.542 1.652 -1.475
H -0.838 -0.299 1.184
H -1.645 1.134 0.972
H -1.763 -3.866 0.064
H 2.295 -0.291 -2.451
C 0.300 1.218 0.101
H -2.437 -3.346 2.394
O 3.503 2.247 -2.337
H -0.319 1.075 2.164
H 2.765 3.727 -0.742
H -0.823 -2.625 0.752
C 0.776 0.375 -0.927
H 3.172 2.056 -3.295
C 1.036 2.433 0.080
C 1.914 0.411 -1.706
C 2.154 2.777 -0.639
C -1.855 -2.812 0.418
H 0.952 3.056 0.940
H 0.254 -0.597 -1.008
*
```

These are the Mulliken partial charges, in e, on atoms 1 to 2: 0.276, 0.205

[5]
Here is a cluster of 2 separate species, C9H14O in total from the Open Molecules 2025 dataset. Energies are from the ωB97M-V functional and the def2-TZVPD basis.

As for the SMILES: Cc1ccccc1.CCO. Its HOMO energy is -8.8 eV. For the HOMO-LUMO gap, the calculation gives 9.65 eV.

```
! wB97M-V def2-TZVPD RIJCOSX def2/J DEFGRID3
* xyz 0 1
H 1.851 -1.042 3.818
H 0.393 -2.970 2.861
C -0.138 -1.840 1.186
H 3.405 1.024 2.380
C -1.755 0.355 -2.526
H -3.281 1.262 -3.775
H -0.612 -2.683 0.711
H -1.627 1.721 -4.187
C -0.123 -0.625 0.551
H -1.811 1.154 -1.789
C -2.257 0.898 -3.852
O -0.370 0.002 -2.572
H -0.549 -0.408 -0.419
C 0.635 0.427 1.081
C 0.558 -2.004 2.394
C 1.319 -0.976 2.879
H -0.162 -0.372 -3.438
C 2.390 1.264 2.723
H -2.343 -0.522 -2.269
H 0.640 1.357 0.535
C 1.409 0.255 2.205
H 2.442 1.295 3.810
H 2.177 2.269 2.350
H -2.191 0.162 -4.658
*
```

These are the Mulliken partial charges, in e, on atoms 1 to 2: 0.338, 0.344

[6]
Here is a cluster of 2 separate species, C9H14O in total from the Open Molecules 2025 dataset. Energies are from the ωB97M-V functional and the def2-TZVPD basis.

As for the SMILES: C=C=C(C)C.CC(C)=C=O. Its HOMO energy is -8.3 eV. For the HOMO-LUMO gap, the calculation gives 8.98 eV.

```
! wB97M-V def2-TZVPD RIJCOSX def2/J DEFGRID3
* xyz 0 1
C 2.096 -0.317 0.689
C -2.910 0.156 -1.980
H -1.936 -0.160 -2.139
H -0.450 0.020 1.282
H -0.688 -1.715 1.288
O 1.663 -1.731 -1.415
H -4.709 1.426 -0.232
H 2.090 1.621 -0.157
H 3.172 -1.004 2.553
C 1.974 -1.039 -0.510
H -5.498 -0.106 -0.318
C -3.185 -0.102 -0.549
C 2.826 1.105 0.445
H 2.688 1.607 1.417
H 2.289 -2.204 1.615
H -2.926 1.237 -2.055
H -4.637 0.321 1.308
H -3.724 -0.332 -2.565
H 1.351 -1.084 2.600
C -4.495 0.366 0.132
C 2.293 -1.182 1.957
C -1.104 -0.827 0.922
C -2.173 -0.603 0.195
H 3.898 1.080 0.061
*
```

These are the Mulliken partial charges, in e, on atoms 1 to 2: 0.506, -1.137

Values of relative energy (zero: lowest compared OMol25 entry of this formula, charge and spin), in order: 44.7, 47.9, 49.2, 60.2, 12.6, 107.8, all in kcal per mole.
Values of DFT total energy, in order: -11605.6973, -11605.5600, -11605.5050, -11605.0271, -11607.0894, -11602.9631, all in eV.